88
Properties=species:S:1:pos:R:3:forces:R:3 method="wB97M-V/def2-TZVPD" relative_energy_ev=4.4815 smiles="C[N+](=O)[O-].C[N+](=O)[O-].C[N+](=O)[O-].C[N+](=O)[O-].C[N+](=O)[O-].C[N+](=O)[O-].C[N+](=O)[O-].C[N+](=O)[O-].O=S1(=O)OCCO1.O=S1(=O)OCCO1.c1cc[nH]c1" orbital_gap_ev=7.62 max_force_ev_per_a=4.64
C -4.03231 3.34116 -6.00699 1.29 -0.05 0.44
N -4.07794 3.11804 -4.51484 -0.80 -0.40 1.56
O -4.76894 2.18981 -4.08610 0.92 0.98 -0.83
O -3.50233 3.92605 -3.77681 -0.52 -0.95 -1.45
H -4.76260 4.12736 -6.19851 0.18 -0.23 -0.25
H -4.11851 2.42392 -6.58952 -0.82 -0.02 0.53
H -2.99976 3.63754 -6.19166 -0.24 0.66 0.00
C -1.14936 5.87001 6.82484 1.19 0.21 1.18
N -0.69268 4.75402 5.98774 -2.05 -0.72 -1.33
O -0.73874 3.62580 6.48155 0.80 1.12 -0.51
O -0.57844 5.02068 4.79986 0.82 -0.69 0.56
H -1.23550 6.79587 6.25611 -0.53 -0.51 -0.14
H -0.31912 6.03773 7.51090 -0.19 -0.03 0.38
H -1.99951 5.46171 7.37133 -0.05 0.59 -0.13
C -1.08526 -2.93740 -4.74730 -0.69 0.97 -0.01
N -0.73288 -2.63868 -6.19831 1.35 0.19 0.95
O 0.11989 -3.27740 -6.72988 1.45 -2.46 -0.02
O -1.17935 -1.68912 -6.75899 -2.29 1.95 0.13
H -1.30815 -1.97585 -4.28486 -0.13 0.05 -0.29
H -0.26980 -3.35663 -4.15794 -0.01 -0.45 -0.79
H -2.01212 -3.51094 -4.75644 0.31 -0.23 0.04
C -4.88082 -4.88591 0.42852 1.31 0.43 -0.80
N -5.13494 -3.60966 -0.36182 -0.36 -1.42 2.66
O -4.93105 -2.64593 0.35346 0.02 0.92 -1.17
O -5.60994 -3.67008 -1.45712 0.10 0.52 -0.84
H -5.16083 -5.76811 -0.14717 -0.65 0.22 0.47
H -5.22206 -4.64575 1.43548 -0.49 -0.68 -0.33
H -3.79404 -4.92243 0.50382 0.09 0.02 0.02
C -5.73593 5.34297 1.49503 -0.86 -0.07 1.36
N -4.32681 5.07249 1.23399 -1.11 -2.13 -1.08
O -3.65553 6.00325 0.89433 1.39 -0.06 0.11
O -4.08942 3.84429 1.19426 0.86 2.23 0.23
H -6.26165 4.98424 0.61014 -0.14 0.20 0.25
H -5.93034 6.37937 1.77102 0.27 -0.01 -0.57
H -5.96172 4.74417 2.37740 -0.37 -0.19 -0.31
C 8.04328 -1.23649 -6.09831 -1.31 -0.79 0.82
N 7.69603 -2.74329 -6.17293 0.27 0.92 -1.95
O 8.69281 -3.45217 -6.17342 -1.26 -0.23 0.42
O 6.53145 -3.07211 -6.42341 1.82 0.31 0.90
H 7.62315 -0.71160 -6.95626 0.45 -0.46 -0.32
H 9.11853 -1.17875 -5.92922 -0.38 0.18 -0.17
H 7.42716 -0.87339 -5.27571 0.40 0.06 0.31
C 4.34326 -6.09582 -2.27785 -0.98 0.37 0.20
N 3.26411 -7.00595 -1.76622 1.17 -2.98 0.54
O 2.09741 -6.94043 -2.05924 0.05 1.06 -0.47
O 3.71030 -7.90321 -1.03803 -0.31 0.90 -0.38
H 5.13074 -6.59382 -2.84350 -0.49 -0.53 0.15
H 4.75749 -5.79518 -1.31549 0.16 0.83 -0.48
H 3.82631 -5.37560 -2.91200 0.40 0.39 0.43
C 3.48938 -0.23008 7.19347 0.12 0.37 -0.37
N 4.24228 -1.05370 8.15181 -0.79 -2.70 0.97
O 5.43642 -1.05513 7.99858 0.60 0.37 0.24
O 3.65162 -1.79642 8.96204 0.50 1.68 -1.23
H 3.98989 -0.38119 6.23704 -0.10 0.01 0.09
H 3.70854 0.78780 7.51593 -0.55 0.07 -0.14
H 2.44009 -0.51606 7.12069 0.22 0.21 0.45
C -4.49292 -0.96715 6.96122 0.24 0.97 -0.10
C -3.43706 -1.28293 5.90857 0.02 -2.91 0.17
O -3.94054 -2.53145 5.31402 -0.86 -1.07 -0.02
S -4.72101 -3.43113 6.47269 0.46 -0.49 -0.25
O -3.67721 -4.01315 7.38460 -3.35 1.90 -2.51
O -5.79710 -4.25909 5.88065 3.14 2.21 1.59
O -5.44035 -2.05322 7.05876 1.27 -0.96 0.14
H -5.00403 -0.06578 6.62300 -0.51 -0.25 0.42
H -3.94478 -0.77036 7.88258 -0.58 -0.15 0.32
H -2.53133 -1.68483 6.36269 0.38 1.01 0.12
H -3.25950 -0.54035 5.13066 -0.21 -0.26 0.10
C 0.31092 0.49743 0.04522 -0.81 4.32 1.09
C 1.39484 1.46493 0.66720 -1.48 -0.33 -0.60
O 2.52434 1.18824 -0.15847 0.82 -0.74 -0.10
S 2.65357 -0.41258 -0.34884 0.86 -0.28 -0.42
O 3.31153 -1.04257 0.78525 -1.81 1.07 -1.16
O 3.23888 -0.73092 -1.63962 -1.67 0.82 1.74
O 0.97753 -0.59046 -0.34746 2.81 -3.64 -0.63
H -0.15669 1.00286 -0.79975 0.42 0.13 -0.54
H -0.56406 0.42682 0.69138 0.41 -1.14 0.63
H 1.63500 1.29720 1.71710 -0.07 -0.19 -0.05
H 1.04587 2.48539 0.50907 0.50 0.00 -0.01
N 4.42584 3.01321 -4.85897 -1.26 0.46 0.14
C 3.76506 4.05534 -4.26680 -0.06 0.55 1.42
C 2.38037 3.96866 -4.47179 2.19 0.01 -0.49
C 2.26980 2.89002 -5.35898 -0.74 -1.44 -0.24
C 3.48477 2.26024 -5.50843 0.42 -0.22 -0.23
H 5.42469 2.86911 -4.81867 -0.42 -0.06 0.01
H 4.37237 4.64669 -3.59757 -0.33 0.42 -0.08
H 1.54473 4.52938 -4.07973 0.43 0.29 -0.03
H 1.33705 2.55276 -5.78633 0.08 -0.22 0.05
H 3.78723 1.28371 -5.85671 -0.35 0.20 -0.54

=====

75
Properties=species:S:1:pos:R:3:forces:R:3 method="wB97M-V/def2-TZVPD" total_charge=+1 orbital_gap_ev=1.98 max_force_ev_per_a=6.02
N -3.71187 2.57212 -1.53916 -0.07 -0.79 1.01
P -2.89257 2.59445 -0.13302 0.72 0.63 -2.25
O -3.98555 2.12882 1.11389 0.84 2.14 0.63
O -2.39316 4.21495 0.10469 -2.91 -2.13 0.66
Al -1.04757 1.11613 -0.33536 3.42 0.71 3.58
C -0.47016 0.23489 1.45584 -0.99 -0.70 0.13
C -1.35742 -1.03976 1.85602 1.12 0.93 0.05
O -0.60582 -2.29286 1.94943 -2.23 -0.08 0.70
C -1.60651 -3.25999 2.37884 -0.48 -0.47 -0.65
C -1.96762 -4.32057 1.22433 0.44 0.21 1.29
F -3.20895 -4.89517 1.61595 1.88 0.60 -0.97
F -2.19987 -3.67763 0.00379 0.38 -1.47 1.93
F -1.02508 -5.32875 1.18271 -2.60 1.81 -0.11
H -3.27618 1.91017 -2.19541 0.19 1.00 0.07
H -3.92472 2.83211 1.82197 -1.14 -1.62 -2.38
H -2.64344 4.49129 1.02269 1.10 0.22 -1.32
H 0.19387 1.96959 -0.86453 -0.54 -0.08 -0.72
H -1.40546 -0.07957 -1.31717 1.39 0.11 1.03
H -0.64748 1.03223 2.24192 0.34 -1.19 -0.97
H 0.64719 0.04305 1.43785 -1.32 -0.06 -0.09
H -1.76840 -0.82185 2.90579 0.03 -0.43 -1.54
H -2.18478 -1.23678 1.09357 0.68 0.37 1.13
H -2.60528 -2.75273 2.61964 1.45 -0.67 -0.34
H -1.29113 -3.82778 3.30594 -0.08 0.53 -1.23
N -2.24955 6.35032 3.32120 0.20 -0.32 -0.06
C -1.27513 6.65158 4.24534 0.54 0.06 0.51
C -0.57466 7.72769 3.77519 -0.07 -0.43 0.24
C -1.14567 8.09762 2.52561 -0.43 -0.32 -0.11
C -2.17703 7.23564 2.26987 -0.03 0.43 -0.75
H -2.91250 5.60371 3.40203 -0.30 1.93 0.14
H -1.16903 6.07266 5.15093 0.03 0.10 -0.01
H 0.26034 8.20562 4.27454 -0.14 0.25 0.12
H -0.83189 8.90901 1.88725 -0.03 -0.06 0.09
H -2.86344 7.17036 1.43871 0.05 0.03 0.05
Ca -2.78256 -0.28224 -2.30477 -1.80 -1.10 -1.91
F 0.18772 -4.61407 -0.72698 1.63 0.15 -0.88
O 0.00243 -1.24131 -3.81389 -0.85 0.14 -0.17
C 0.29237 -1.71587 -4.89320 0.17 -0.33 -0.06
O -0.67554 -2.03545 -5.76303 -0.36 0.55 0.43
C -0.44198 -2.42971 -7.12815 0.16 -0.38 -0.40
C -0.14114 -3.91094 -7.22391 0.07 -0.12 0.21
C 1.71961 -2.03414 -5.23450 0.28 0.66 -0.26
H 0.33328 -1.81142 -7.58608 0.01 -0.03 0.17
H -1.36604 -2.21544 -7.66822 0.01 0.12 0.29
H 0.76892 -4.17317 -6.68133 0.02 0.04 -0.12
H -0.02102 -4.21238 -8.26594 -0.03 0.05 0.06
H -0.95190 -4.49300 -6.77987 0.00 0.08 -0.11
H 1.97170 -2.99373 -4.79466 0.02 -0.12 0.04
H 2.35931 -1.26062 -4.80647 -0.12 -0.17 0.19
H 1.92996 -2.04837 -6.30126 -0.11 -0.21 0.03
O -4.62592 -1.47904 1.80825 -0.27 0.06 -0.35
H -5.20036 -2.24846 1.70060 0.12 -0.03 0.12
H -5.09970 -0.76919 1.35808 0.00 0.01 0.19
Cl -0.34503 3.31743 1.83409 -1.51 0.58 1.38
C 3.90941 -1.50067 2.22220 0.04 0.01 0.22
C 3.21322 -2.43740 1.23890 0.20 0.26 -0.05
C 4.13830 -3.53197 0.66389 -0.10 0.75 0.87
O 5.04812 -3.07293 -0.33523 -0.42 -0.66 0.25
C 6.20525 -2.43116 0.18224 0.28 0.23 -0.38
N 2.59726 -1.63716 0.17147 0.24 -0.49 -0.35
H 4.53747 -0.76037 1.72398 -0.04 -0.07 -0.04
H 3.17113 -0.94703 2.80586 0.00 -0.06 -0.12
H 4.53414 -2.06133 2.92325 -0.02 0.04 -0.02
H 2.41368 -2.94467 1.78964 -0.02 -0.06 -0.18
H 3.50753 -4.27523 0.16370 1.48 3.15 3.78
H 4.67295 -4.06635 1.45833 0.13 0.09 0.08
H 6.54010 -2.87866 1.12094 -0.12 0.02 0.02
H 6.01676 -1.36486 0.31219 0.06 -0.04 0.18
H 7.00517 -2.53224 -0.55426 -0.12 -0.10 0.02
H 2.04517 -2.25440 -0.42454 -0.43 0.12 0.23
H 3.34911 -1.31892 -0.44096 -0.08 0.18 0.18
Cs 3.08580 -5.29154 -1.26343 -2.45 -3.22 -4.45
O 0.26028 10.14553 5.37024 0.24 -0.45 -0.22
H -0.63218 10.47065 5.50801 -0.29 0.13 0.06
Ca -3.21626 3.71125 3.39396 2.52 -1.03 1.22